No. 1
25
Properties=species:S:1:pos:R:3:forces:R:3 method="wB97M-V/def2-TZVPD" total_energy_ha=-348.05751 relative_energy_ev=0.907 total_charge=+1 gap_ev=8.94 smiles=CCC[C@@H]([NH3+])CNC lumo_ev=-3.5
C -1.058748 0.257668 2.761321 0.1 -0.9 0.2
C -0.807884 0.004191 1.284837 0.9 1.0 0.1
C 0.671914 -0.389324 1.025922 -1.2 -0.2 0.7
C 1.228333 0.087095 -0.290035 0.5 -0.8 0.1
N 2.547847 -0.706198 -0.493406 0.2 0.5 -0.1
C 0.370880 -0.154817 -1.527029 0.5 0.7 -0.6
N -0.619012 0.881424 -1.646945 -0.2 -0.2 0.3
C -2.021812 0.473437 -1.728021 0.3 0.8 -0.9
H -0.671515 -0.540049 3.398067 0.0 -0.2 -0.1
H -0.541080 1.146308 3.095540 -0.1 0.4 0.0
H -2.121238 0.301768 2.960411 -0.2 0.4 0.1
H -1.481495 -0.717744 0.859914 -0.3 -0.4 -0.1
H -0.967656 0.943865 0.773353 -0.3 0.2 -0.2
H 0.672685 -1.476836 1.112452 0.4 -0.2 -0.3
H 1.228918 -0.015304 1.880097 0.4 0.2 -0.1
H 1.545715 1.121359 -0.268540 -0.1 0.3 0.1
H 2.331050 -1.694617 -0.606643 0.1 -0.1 0.1
H 3.178801 -0.574175 0.301565 -0.2 -0.2 0.1
H 3.081151 -0.398980 -1.311510 -0.3 0.0 -0.1
H 1.062097 -0.118392 -2.381190 -0.1 -0.1 -0.1
H -0.081143 -1.139174 -1.536704 -0.1 -0.3 0.2
H -0.386475 1.566297 -2.343091 0.1 0.0 -0.1
H -2.633426 1.167134 -1.168903 -0.3 -0.1 0.4
H -2.141566 -0.536612 -1.396176 -0.2 -0.5 0.4
H -2.386342 0.511674 -2.755290 0.0 -0.1 -0.1

=====

No. 2
13
Properties=species:S:1:pos:R:3:forces:R:3 method="wB97M-V/def2-TZVPD" total_energy_ha=-2897.11372 relative_energy_ev=1.219 gap_ev=9.90 smiles="N=C(O)O.C=CBr" lumo_ev=0.6
N -0.432780 -1.456290 1.168163 -1.9 0.4 -0.5
C -0.883114 -0.483875 1.855902 1.5 -1.0 -0.8
O -2.143913 -0.134528 2.069014 -0.6 -1.5 -2.0
O 0.009851 0.319404 2.405760 1.1 1.4 0.7
H -1.198787 -1.857251 0.621250 0.1 -0.4 0.5
H -2.326474 0.357079 2.833372 0.2 1.3 1.7
H 0.881089 0.216341 1.943052 -1.1 -0.3 0.5
C 1.631112 -0.126988 -2.477587 1.9 2.1 -1.3
C 1.216457 -0.800435 -1.441097 0.4 -0.1 -0.4
Br 2.258987 -1.395033 -0.038764 1.3 -0.1 0.2
H 0.983300 0.315166 -3.266345 0.2 -0.9 0.7
H 2.702773 0.222599 -2.568925 -1.3 -0.6 0.2
H 0.242382 -1.147986 -1.377118 -1.8 -0.4 0.3

=====

No. 3
23
Properties=species:S:1:pos:R:3:forces:R:3 method="wB97M-V/def2-TZVPD" total_energy_ha=-625.85954 relative_energy_ev=3.061 gap_ev=8.52 lumo_ev=-0.2
H 1.913013 -2.878292 0.393749 -0.3 -0.6 -0.4
N 2.574989 -2.134307 0.190023 0.0 0.5 0.5
C 1.914809 -1.078493 0.027288 0.9 -0.5 0.0
C 2.963695 0.285642 -0.068854 -5.4 -2.2 -0.6
O 4.137585 0.268196 -0.016110 0.7 0.5 0.1
N 2.047110 1.320469 -0.244361 1.9 -1.5 -0.3
C 0.678422 1.267991 -0.249361 -2.8 1.2 1.4
C 0.134504 2.579497 0.011694 0.2 0.0 -1.1
C -1.206753 2.817246 0.263744 0.8 1.6 0.8
C -2.062538 1.759671 0.185613 -0.7 -1.0 0.7
C -1.596901 0.475847 -0.034770 -2.6 -0.8 -0.2
C -0.273869 0.169416 -0.224163 1.1 0.1 0.0
C 0.163838 -1.236428 -0.094312 4.6 3.5 -0.1
N -0.230076 -2.384046 0.003275 -1.2 -2.4 -0.7
C -1.594413 -2.933295 -0.193173 0.3 0.5 1.6
H 2.373637 2.242570 -0.280127 0.9 1.4 0.0
H 0.744346 3.505894 -0.090003 0.0 -1.1 0.4
H -1.475659 3.847181 0.682894 0.1 -1.6 -1.1
H -3.073615 1.790727 0.512877 -0.8 0.6 -0.1
H -2.428202 -0.347387 -0.004858 2.0 1.6 -0.1
H -2.303953 -2.172939 0.347822 0.7 -2.3 -1.0
H -1.837692 -3.139364 -1.227102 0.0 1.1 -0.6
H -1.562280 -4.025792 0.108215 -0.4 1.5 0.8

=====

No. 4
18
Properties=species:S:1:pos:R:3:forces:R:3 method="wB97M-V/def2-TZVPD" total_energy_ha=-377.34664 relative_energy_ev=2.726 gap_ev=9.34 smiles="CNN[C@]1(N)N=C1C" lumo_ev=1.0
C -2.202086 -0.480602 -0.647973 0.1 0.1 -0.1
N -1.454513 -0.099031 0.539848 -0.1 0.2 0.3
N -0.715374 1.101112 0.406319 -0.2 0.1 -0.1
C 0.591596 0.883064 -0.127638 0.4 -0.7 0.4
N 1.377822 2.074645 -0.023932 0.0 0.1 -0.2
N 0.812005 -0.000869 -1.311218 0.3 -0.3 0.2
C 1.130510 -0.463188 -0.170539 -0.6 1.3 -0.2
C 1.667532 -1.622336 0.531772 0.1 -0.4 -0.1
H -1.494685 -0.654230 -1.459538 -0.1 0.0 0.0
H -2.736546 -1.404118 -0.434889 -0.1 -0.1 0.0
H -2.921705 0.287245 -0.967209 0.0 0.0 0.0
H -2.091477 0.032027 1.323870 0.3 -0.1 -0.2
H -1.204953 1.819708 -0.133819 0.1 -0.2 0.1
H 2.190329 2.023415 -0.625891 -0.1 0.0 0.1
H 1.673824 2.234522 0.932691 -0.1 0.0 -0.1
H 2.002824 -2.382803 -0.171561 0.1 -0.1 0.0
H 0.880531 -2.029987 1.166000 0.0 0.0 0.0
H 2.494366 -1.318575 1.173707 0.0 0.0 0.0

=====

No. 5
20
Properties=species:S:1:pos:R:3:forces:R:3 method="wB97M-V/def2-TZVPD" total_energy_ha=-382.38215 relative_energy_ev=3.276 gap_ev=9.26 smiles="C=C(N)C[C@H](N)CO" lumo_ev=0.9
C 0.915258 1.365559 -1.531064 1.6 0.8 2.9
C 0.407914 1.410107 -0.276077 0.4 -0.5 1.4
N 0.987698 2.084983 0.876791 -1.0 -0.3 -3.7
C -0.823990 0.649994 0.157213 -5.9 2.5 -1.4
C -0.775768 -0.753106 0.781214 3.4 -0.6 -1.5
N 0.568768 -0.843209 1.428732 1.3 -0.6 -0.3
C -0.921700 -1.831968 -0.355305 2.1 0.2 0.8
O -0.730788 -1.295696 -1.614350 -1.4 -0.7 -1.4
H 1.954257 1.660568 -1.682067 -0.4 0.5 -0.2
H 0.452670 0.883176 -2.315537 -1.1 -0.9 -1.4
H 1.955797 1.994019 0.962677 1.5 0.1 0.2
H 0.487287 2.020725 1.713597 -0.7 -0.5 1.1
H -1.487342 1.432974 0.741985 1.6 -1.6 -0.1
H -1.652062 0.600044 -0.724698 2.4 -0.1 1.5
H -1.501270 -1.052759 1.494226 -0.8 0.7 1.0
H 0.742647 -1.778638 1.849370 -0.3 0.9 -0.6
H 1.376982 -0.651970 0.742569 -1.9 -0.5 1.3
H -0.213787 -2.695734 -0.217748 -0.4 0.7 0.4
H -1.880148 -2.239654 -0.311043 -1.8 -0.6 -0.2
H 0.137577 -0.959415 -1.720486 1.3 0.4 0.1

=====

No. 6
25
Properties=species:S:1:pos:R:3:forces:R:3 method="wB97M-V/def2-TZVPD" total_energy_ha=-331.37063 relative_energy_ev=8.171 gap_ev=3.39 lumo_ev=-2.5
C 2.735358 0.524757 0.260697 3.3 1.4 -1.1
C 4.426367 0.381723 -0.031521 -2.3 -1.3 -0.8
C 2.318373 -0.863456 0.191188 -0.5 1.7 1.3
N -2.705049 -0.021822 -0.777651 1.1 -0.2 0.0
C -2.252348 -0.948656 -1.748544 -0.8 -0.7 0.0
C -0.530357 -0.237550 0.405237 0.1 -0.6 -0.3
C -2.087693 -0.063573 0.486883 -1.6 1.2 0.3
C -2.556205 1.245936 1.168142 -0.7 -0.6 0.2
H 2.704508 1.123419 1.161479 -0.8 -0.4 0.3
H 2.512880 1.132615 -0.612228 -0.6 0.1 0.0
H 4.221876 -0.265750 -0.881956 1.2 -0.4 -0.1
H 5.057769 1.157813 -0.454964 -0.4 0.8 0.6
H 4.855319 -0.192969 0.777189 0.3 0.1 0.0
H 2.454684 -1.328739 -0.771459 -0.3 -0.6 0.2
H 2.393521 -1.285157 1.184780 -0.3 -1.1 -0.5
H -1.165685 -0.952567 -1.925725 0.0 0.4 -0.2
H -2.824840 -0.760805 -2.652326 0.4 0.1 -0.4
H -2.433201 -2.027547 -1.542575 -0.1 0.1 0.4
H -0.424937 -1.195206 -0.091736 0.5 -0.1 -0.2
H -0.046325 -0.308376 1.376898 -0.1 0.3 0.1
H -0.157696 0.578163 -0.210691 0.2 0.0 0.1
H -2.525428 -0.860283 1.117059 0.6 -0.5 -0.2
H -3.628631 1.263747 0.965082 0.1 0.4 -0.3
H -2.079145 2.109558 0.711906 0.0 0.1 0.2
H -2.555314 1.258985 2.261484 0.8 0.0 0.0